Record 1
27
Properties=species:S:1:pos:R:3 method="wB97M-V/def2-TZVPD" multiplicity=3 de_lowest_kcal_mol=0.0 homo_ev="-4.73 / -9.57"
O -1.432 0.370 0.538
O 0.737 -0.119 0.628
O -0.639 -1.464 -0.644
O -2.882 0.207 -1.187
N 1.200 1.221 -1.169
N -0.077 0.631 -1.379
C 2.734 1.231 0.769
C -3.621 1.101 0.920
C -0.953 -2.397 0.379
C 1.842 0.408 -0.146
C -2.638 0.517 -0.060
C -0.363 -0.184 -0.216
C 2.607 -0.737 -0.810
H 2.146 1.996 1.271
H -3.107 1.733 1.637
H 3.178 0.587 1.521
H -1.948 -2.207 0.789
H 1.929 -1.342 -1.407
H -0.074 0.045 -2.210
H 3.377 -0.323 -1.454
H -4.379 1.660 0.379
H 3.516 1.700 0.180
H -0.929 -3.371 -0.103
H -4.106 0.286 1.456
H -0.210 -2.344 1.178
H 1.033 2.162 -0.809
H 3.061 -1.367 -0.050

***

Record 2
16
Properties=species:S:1:pos:R:3 method="wB97M-V/def2-TZVPD" de_lowest_kcal_mol=90.2 homo_ev=-8.70 smiles=C[C@@]12CNC[C@@H]1S2
S -0.660 -0.821 -1.872
N -0.697 0.802 1.279
C -1.045 1.262 -0.036
C -0.678 -0.621 0.923
C 0.180 -0.604 -0.404
C 1.607 -0.904 -0.352
C -0.205 0.762 -1.092
H 2.293 -1.046 -1.204
H -1.743 -1.063 0.543
H 1.660 -1.935 0.462
H -1.540 2.341 0.038
H 0.314 0.953 1.649
H 0.426 1.512 -1.697
H 2.315 -0.063 0.353
H -2.044 0.726 -0.262
H -0.185 -1.301 1.672

***

Record 3
17
Properties=species:S:1:pos:R:3 method="wB97M-V/def2-TZVPD" de_lowest_kcal_mol=48.1 homo_ev=-9.31 smiles=C[C@H]1N[C@H]1[C@H]1CN1
N -0.308 0.847 -1.418
N 0.916 0.615 1.447
C 0.955 -0.467 0.469
C -1.125 -0.319 -1.076
C 0.347 -0.359 -0.906
C -2.034 -0.307 0.132
C 2.191 0.265 0.820
H 0.932 -0.872 -1.669
H 0.554 1.469 1.029
H 0.809 -1.447 0.924
H 2.924 -0.183 1.487
H -1.544 -0.809 -1.955
H 2.603 0.943 0.074
H -0.408 1.564 -0.701
H -1.585 0.232 0.974
H -2.229 -1.331 0.469
H -2.997 0.159 -0.102

***

Record 4
13
Properties=species:S:1:pos:R:3 method="wB97M-V/def2-TZVPD" de_lowest_kcal_mol=173.4 homo_ev=-10.43
Si 1.168 1.333 0.572
O 0.943 -1.462 1.337
O 0.434 -2.427 -0.514
N 0.590 -1.433 0.170
C 0.421 -0.179 -0.378
C -1.690 -0.090 -0.305
H 0.240 2.297 -0.065
H 2.442 1.529 0.031
H 0.979 0.935 1.954
H -1.970 -1.128 -0.301
H -1.780 0.221 -1.370
H 0.341 -0.166 -1.463
H -2.117 0.569 0.333

***

Record 5
14
Properties=species:S:1:pos:R:3 method="wB97M-V/def2-TZVPD" de_lowest_kcal_mol=94.6 homo_ev=-8.93
O -1.007 0.955 -0.243
N -1.169 0.570 2.048
C -0.615 0.183 -1.402
C 0.392 -0.703 0.679
C 1.493 -0.078 -0.195
C -0.681 0.316 0.913
C 0.606 -0.688 -1.199
H -1.483 -0.403 -1.722
H -0.009 -1.544 -0.024
H -1.882 1.296 1.967
H 0.724 -1.268 1.547
H 2.475 -0.535 -0.079
H -0.364 0.891 -2.201
H 1.520 1.008 -0.091

***

Record 6
59
Properties=species:S:1:pos:R:3 method="wB97M-V/def2-TZVPD" de_lowest_kcal_mol=10.7 homo_ev=-7.68
I -1.735 3.044 0.118
Pd -1.380 0.449 0.362
S -0.867 -1.650 1.122
S -2.717 -0.421 -1.454
N 0.632 0.269 -1.241
N -4.982 0.333 -0.190
N 5.542 -1.079 -1.466
N -1.147 -1.471 3.827
N -5.194 -0.489 -2.321
N 5.705 1.144 -1.348
N -1.437 0.424 2.433
C 6.879 -0.714 -1.481
C 8.020 -1.512 -1.560
C -4.375 -0.190 -1.284
C 1.279 -0.897 -1.296
C 8.235 1.323 -1.415
C 4.887 0.045 -1.385
C -4.689 -0.742 -3.657
C 2.756 1.364 -1.311
C 2.654 -1.014 -1.355
C 3.420 0.146 -1.347
C 9.352 0.516 -1.500
C -6.559 -0.943 -2.104
C 7.003 0.677 -1.407
C -1.380 -0.692 4.884
C 1.371 1.377 -1.264
C -1.683 1.200 3.479
C -4.506 0.095 1.158
C -6.011 1.351 -0.308
C -1.352 -1.359 6.224
C -1.654 0.673 4.754
C 9.247 -0.884 -1.570
C -1.169 -0.877 2.643
H -4.197 1.031 1.632
H -6.227 1.553 -1.352
H -0.518 -2.057 6.270
H 0.825 2.313 -1.241
H -6.745 -1.080 -1.042
H -1.274 -0.636 7.033
H -4.516 -1.810 -3.814
H 5.415 2.102 -1.268
H -1.834 1.295 5.618
H -7.290 -0.239 -2.507
H 10.333 0.973 -1.516
H -5.310 -0.360 1.744
H 8.320 2.399 -1.359
H -3.755 -0.212 -3.813
H -6.934 1.051 0.198
H -2.269 -1.936 6.362
H -1.896 2.242 3.269
H 3.133 -1.981 -1.395
H -3.657 -0.585 1.129
H -6.691 -1.902 -2.607
H 0.658 -1.785 -1.299
H 10.150 -1.475 -1.637
H -5.644 2.270 0.155
H -5.431 -0.392 -4.377
H 7.930 -2.589 -1.611
H 3.280 2.311 -1.312

***

Record 7
13
Properties=species:S:1:pos:R:3 method="wB97M-V/def2-TZVPD" de_lowest_kcal_mol=77.5 homo_ev="-9.18 / -8.89"
Cl 0.495 1.098 2.733
Cl 2.882 -0.178 0.750
O -0.827 -0.888 1.697
N 1.092 -1.452 -0.757
C 1.470 -0.602 0.002
C -0.551 0.919 0.236
C -0.393 0.156 1.401
C -1.334 0.453 -1.009
H 1.683 -2.178 -1.187
H -1.073 1.017 -1.915
H -2.439 0.405 -0.859
H 0.143 1.762 0.099
H -1.146 -0.511 -1.190

***

Record 8
11
Properties=species:S:1:pos:R:3 method="wB97M-V/def2-TZVPD" de_lowest_kcal_mol=65.8 homo_ev=-9.99 smiles=c1cnsc1.C#N
S -0.522 1.911 0.469
N -3.198 -1.813 0.646
N -0.581 0.389 -0.313
C -2.372 -1.881 -0.108
C 1.149 1.727 0.339
C 0.512 -0.265 -0.458
C 1.570 0.516 -0.062
H 1.787 2.471 0.832
H -1.300 -1.860 -0.741
H 2.489 0.123 0.171
H 0.467 -1.316 -0.776

***

Record 9
48
Properties=species:S:1:pos:R:3 method="wB97M-V/def2-TZVPD" de_lowest_kcal_mol=24.4 homo_ev=-8.50 smiles="O=C(NCCCN1CCOCC1)[C@@H]1CS[C@H]2c3ccccc3C(=O)N12"
S -2.168 2.570 -0.352
O 5.356 1.672 -0.159
O 1.505 0.830 1.392
O -1.467 -1.945 -0.861
N -1.573 0.097 0.151
N 3.782 -0.662 -0.424
N 0.930 -1.230 0.629
C 5.408 0.644 0.802
C -3.577 -0.899 -0.207
C -3.846 0.359 0.342
C 5.103 -0.717 0.173
C 1.976 -1.970 1.292
C -2.119 -1.039 -0.375
C -5.904 -1.350 -0.319
C -6.169 -0.100 0.225
C -0.401 2.159 -0.166
C 3.288 -1.945 -0.877
C -4.601 -1.766 -0.543
C -2.549 1.043 0.609
C 0.834 0.101 0.693
C -5.143 0.770 0.567
C 2.791 -2.799 0.297
C 4.081 1.710 -0.756
C 3.752 0.378 -1.432
C -0.285 0.638 -0.233
H -0.065 0.296 -1.254
H 5.122 -1.485 0.947
H 1.540 -2.630 2.051
H 2.750 0.429 -1.865
H 5.877 -0.954 -0.581
H 6.416 0.663 1.220
H 3.630 -3.247 0.830
H 2.177 -3.609 -0.102
H 4.671 0.841 1.594
H -4.379 -2.733 -0.966
H 3.316 1.912 0.009
H 4.480 0.188 -2.242
H -6.725 -2.003 -0.573
H 2.614 -1.231 1.779
H -0.051 2.518 0.804
H -5.352 1.743 0.983
H 4.047 -2.510 -1.447
H -7.193 0.203 0.383
H 4.104 2.522 -1.484
H 2.447 -1.753 -1.549
H -2.408 1.297 1.666
H 0.154 2.655 -0.957
H 0.300 -1.742 0.016

***

Record 10
46
Properties=species:S:1:pos:R:3 method="wB97M-V/def2-TZVPD" multiplicity=3 homo_ev="-0.23 / 0.20" charge=-2
Mo -0.674 0.804 -0.029
Cl -2.124 -4.340 1.936
Cl 0.445 1.732 1.834
Cl -2.832 1.102 0.478
O 0.316 -1.534 -0.008
O 4.257 0.072 0.478
C -0.844 -2.102 2.773
C 0.945 -2.197 4.439
C -1.183 1.080 -2.263
C -0.284 -4.226 3.883
C 0.021 -0.983 -3.244
C -2.551 0.785 -2.776
C 0.635 2.212 -1.345
C -0.988 -3.534 2.913
C 0.006 0.303 -2.508
C -1.764 -1.338 2.067
C -1.652 3.517 -1.455
C 1.123 1.015 -1.988
C 0.656 -3.550 4.688
C 0.205 -1.478 3.518
C -0.787 2.308 -1.601
C 1.474 3.290 -0.744
C 2.548 0.655 -2.148
H 2.648 -0.407 -2.389
H 1.747 -1.703 4.985
H -2.210 -1.716 1.160
H 1.884 3.938 -1.525
H 3.134 0.832 -1.230
H -1.177 4.259 -0.808
H -2.631 3.259 -1.031
H -2.655 1.096 -3.816
H 1.230 -1.340 0.273
H 2.304 2.853 -0.185
H -2.751 -0.289 -2.724
H -2.124 -0.419 2.522
H -0.874 -1.570 -3.007
H 0.034 -0.826 -4.331
H 1.178 -4.082 5.482
H 0.386 -0.420 3.329
H 0.878 3.903 -0.065
H 3.003 1.224 -2.972
H 0.893 -1.581 -2.972
H 3.738 -0.590 0.996
H -0.466 -5.290 4.018
H -1.816 3.977 -2.435
H -3.299 1.304 -2.179

***

Record 11
11
Properties=species:S:1:pos:R:3 method="wB97M-V/def2-TZVPD" multiplicity=3 de_lowest_kcal_mol=35.8 homo_ev="-6.67 / -8.28"
I -2.617 0.418 0.008
N 0.503 0.147 0.013
N -1.491 -2.733 -0.090
C -0.772 -0.479 0.102
C -0.515 -1.891 -0.010
C 0.703 1.553 -0.085
H 1.293 1.918 0.654
H -1.353 -3.673 -0.041
H -0.151 2.261 -0.088
H 0.506 -2.124 0.233
H 1.247 1.794 -0.984

***

Record 12
117
Properties=species:S:1:pos:R:3 method="wB97M-V/def2-TZVPD" multiplicity=5 de_lowest_kcal_mol=0.0 homo_ev="-7.35 / -8.12"
Te -0.960 -3.223 0.924
Rh 0.435 -0.898 -0.047
S -0.461 0.834 -1.284
Si -1.699 2.332 -0.470
O -0.894 3.669 0.017
O 0.277 -1.132 2.032
O 0.445 -2.337 -1.510
O -2.574 1.798 0.805
O -2.684 2.773 -1.699
N 2.591 -1.562 0.155
C 3.620 1.701 4.157
C 0.231 -2.964 6.111
C 0.576 -1.820 -3.786
C 5.281 -2.153 0.077
C 2.106 -3.541 -2.761
C 0.755 -1.475 4.278
C 2.120 0.201 2.996
C -0.086 -0.523 4.858
C -2.576 -1.892 1.210
C -3.423 1.166 2.911
C -1.124 -1.173 -5.911
C -3.942 0.688 -1.991
C -1.856 -4.180 -0.719
C 3.261 -1.506 -1.007
C -3.373 3.572 2.238
C 3.493 -4.990 -4.105
C 2.400 -2.211 2.507
C 3.575 -5.903 -3.063
C 2.188 -4.462 -1.723
C 1.388 -2.209 -2.554
C -0.166 -0.273 -5.486
C 2.109 1.098 1.936
C -2.639 2.240 2.176
C 0.903 -2.696 4.920
C 2.467 -1.148 -2.229
C 0.508 4.240 -1.871
C -1.235 -2.409 -5.277
C -3.833 2.171 -2.320
C 2.763 -3.820 -3.954
C -0.755 -0.783 6.038
C 3.591 2.588 3.088
C 4.612 -1.806 -1.081
C -5.044 2.926 -1.796
C -3.652 2.369 -3.815
C 4.575 -2.232 1.264
C 0.682 -0.597 -4.428
C -0.301 4.766 -0.696
C -1.230 2.344 2.733
C -1.406 5.703 -1.164
C 0.599 5.459 0.312
C 3.218 -1.952 1.272
C 2.830 2.282 1.969
C -0.393 -2.724 -4.228
C -0.597 -2.012 6.674
C 2.917 -5.634 -1.870
C 1.378 -1.143 2.917
C 2.892 0.521 4.111
H -0.977 6.550 -1.704
H -4.839 0.282 -2.465
H -2.749 1.858 -4.152
H 0.014 5.821 1.158
H 3.994 -5.192 -5.044
H 1.538 -3.465 4.504
H 1.407 0.136 -4.101
H -2.212 -1.080 1.831
H -0.133 3.764 -2.615
H -0.212 0.434 4.369
H -1.783 -3.503 -1.565
H -1.980 -3.124 -5.602
H -5.127 2.799 -0.716
H -4.393 1.016 2.436
H 0.362 -3.925 6.593
H -0.076 0.694 -5.965
H 1.107 6.310 -0.145
H 1.675 -4.245 -0.794
H -4.945 3.990 -2.014
H 2.913 -0.152 4.961
H -4.024 0.530 -0.913
H 3.147 -1.040 -3.076
H -3.561 3.430 -4.048
H 1.235 3.500 -1.532
H -1.117 -2.218 7.601
H -1.785 -0.921 -6.730
H -0.477 -3.683 -3.732
H 3.098 -2.371 3.333
H 1.041 5.060 -2.356
H -0.667 3.135 2.240
H -2.866 -1.528 0.227
H -3.487 3.890 3.276
H 1.354 4.767 0.689
H 5.062 -2.523 2.185
H 2.975 -6.338 -1.050
H -2.892 -4.402 -0.469
H -4.367 3.476 1.799
H -0.703 1.401 2.582
H 5.114 -1.772 -2.038
H -1.257 2.565 3.804
H 2.698 -3.118 -4.778
H 4.155 3.511 3.130
H -2.101 5.185 -1.822
H 1.878 -3.162 2.356
H -2.881 0.220 2.905
H 4.206 1.935 5.036
H -2.825 4.342 1.698
H -5.965 2.562 -2.258
H -1.401 -0.027 6.465
H -3.396 -2.420 1.690
H 6.339 -2.377 0.054
H 1.515 0.848 1.061
H -3.585 1.458 3.950
H -1.961 6.088 -0.307
H -3.077 0.136 -2.359
H 2.790 2.956 1.123
H -4.504 1.965 -4.364
H -1.307 -5.096 -0.924
H 1.992 -0.174 -2.078
H 4.142 -6.817 -3.183